Entry 1:
{"formula": "C4H10O4P", "method": "the ωB97M-V functional and the def2-TZVPD basis", "symbols": ["C", "C", "C", "C", "P", "O", "O", "O", "O", "H", "H", "H", "H", "H", "H", "H", "H", "H", "H"], "coordinates": [[-0.618, 1.500, 0.520], [-0.017, 0.237, -0.025], [-0.419, 0.194, -1.483], [-0.363, -1.056, 0.694], [1.943, 0.611, 0.075], [2.468, 0.435, 1.449], [2.327, 1.800, -0.684], [2.692, -0.741, -0.850], [3.550, -1.508, -0.043], [-0.048, 1.713, 1.577], [-0.475, 2.285, -0.202], [-1.608, 1.331, 0.722], [-0.005, 1.128, -1.819], [-1.476, -0.063, -1.632], [0.164, -0.585, -1.919], [-0.345, -1.117, 1.830], [-1.420, -1.130, 0.450], [-0.022, -1.967, 0.322], [3.520, -0.928, 0.798]], "nbo_charge": [-0.61, -0.32, -0.64, -0.61, 2.28, -1.19, -1.16, -0.58, -0.50, 0.21, 0.22, 0.18, 0.23, 0.18, 0.22, 0.21, 0.17, 0.22, 0.48], "lumo_ev": 3.62, "charge": -1, "gap_ev": 8.306, "homo_energy_ev": -4.69, "e_above_lowest_kcal_mol": 38.3, "total_energy_ha": -800.75780, "smiles": "CC(C)(C)[P@](=O)([O-])OO"}



Entry 2:
{"formula": "C25H16F13FeN4OSe2", "method": "the ωB97M-V functional and the def2-TZVPD basis", "symbols": ["Fe", "C", "N", "C", "C", "C", "N", "C", "C", "O", "H", "H", "H", "H", "H", "H", "H", "H", "H", "H", "H", "H", "F", "C", "C", "C", "F", "C", "F", "C", "F", "C", "F", "F", "C", "C", "F", "C", "F", "C", "Se", "C", "F", "C", "F", "F", "C", "F", "F", "C", "C", "C", "N", "C", "C", "H", "H", "H", "H", "Se", "C", "N"], "coordinates": [[0.656, -0.469, -0.398], [2.639, 1.941, 2.199], [2.174, 3.065, 1.403], [2.401, 4.380, 1.972], [2.319, 5.441, 0.897], [0.987, 5.300, 0.193], [0.841, 3.951, -0.315], [-0.136, 3.755, -1.373], [1.388, 2.856, 0.306], [1.174, 1.729, -0.138], [3.720, 2.012, 2.341], [2.409, 1.008, 1.701], [2.145, 1.938, 3.175], [3.389, 4.377, 2.435], [1.668, 4.586, 2.764], [3.124, 5.284, 0.175], [2.424, 6.436, 1.328], [0.922, 5.987, -0.653], [0.167, 5.547, 0.881], [0.126, 4.367, -2.239], [-1.137, 4.038, -1.032], [-0.148, 2.711, -1.663], [-2.563, 0.256, -1.008], [-1.815, 0.482, -2.108], [-0.487, 0.096, -2.155], [0.125, 0.341, -3.370], [1.409, -0.022, -3.577], [-0.492, 0.953, -4.447], [0.158, 1.169, -5.604], [-1.808, 1.347, -4.329], [-2.432, 1.945, -5.355], [-2.482, 1.102, -3.151], [-3.772, 1.467, -3.045], [-2.580, -3.064, 6.426], [-2.123, -2.428, 5.339], [-0.772, -2.393, 5.069], [0.083, -3.002, 5.903], [-0.312, -1.727, 3.948], [1.008, -1.723, 3.743], [-1.162, -1.069, 3.067], [-0.515, 0.013, 1.646], [-2.518, -1.143, 3.362], [-3.419, -0.561, 2.564], [-3.000, -1.802, 4.479], [-4.315, -1.838, 4.737], [-2.725, -6.474, -1.772], [-1.643, -6.058, -2.447], [-2.035, -5.779, -3.700], [-0.796, -7.098, -2.526], [-0.989, -4.870, -1.799], [-1.526, -4.279, -0.674], [-0.865, -3.185, -0.133], [0.255, -2.687, -0.645], [0.769, -3.271, -1.729], [0.181, -4.366, -2.338], [-2.436, -4.649, -0.224], [-1.248, -2.677, 0.745], [1.688, -2.849, -2.114], [0.634, -4.812, -3.214], [3.040, -0.519, -0.663], [3.845, -2.056, -1.241], [4.384, -3.008, -1.622]], "lowdin_spin": [3.64, 0.00, 0.00, 0.00, 0.00, 0.00, 0.00, 0.00, 0.00, 0.03, 0.00, 0.00, 0.00, 0.00, 0.00, 0.00, 0.00, 0.00, 0.00, 0.00, 0.00, 0.00, 0.00, 0.01, 0.04, 0.01, 0.00, 0.00, 0.00, 0.00, 0.00, 0.00, 0.00, 0.00, 0.00, 0.00, 0.00, 0.01, 0.00, 0.01, 0.07, 0.01, 0.00, 0.00, 0.00, 0.00, 0.00, 0.00, 0.00, 0.00, 0.00, 0.01, 0.03, 0.01, 0.00, 0.00, 0.00, 0.00, 0.00, 0.06, 0.01, 0.02], "lumo_ev": [2.29, 2.25], "charge": -1, "gap_ev": [7.247, 7.559], "s2": 6.01, "homo_energy_ev": [-4.96, -5.31], "total_energy_ha": -8621.47682, "spin_multiplicity": 5}



Entry 3:
{"formula": "C6H13NO", "method": "the ωB97M-V functional and the def2-TZVPD basis", "symbols": ["C", "C", "O", "N", "C", "C", "C", "C", "H", "H", "H", "H", "H", "H", "H", "H", "H", "H", "H", "H", "H"], "coordinates": [[2.450, 1.780, -0.274], [1.705, 0.493, -0.034], [2.271, -0.527, 0.325], [0.285, 0.617, -0.299], [-0.678, -0.406, 0.048], [-2.121, 0.163, -0.404], [-0.710, -0.644, 1.563], [-0.433, -1.722, -0.699], [2.352, 2.067, -1.325], [3.509, 1.650, -0.034], [2.038, 2.569, 0.362], [-0.009, 1.384, -0.891], [-2.366, 1.069, 0.159], [-2.124, 0.412, -1.470], [-2.893, -0.591, -0.221], [0.204, -1.132, 1.914], [-0.805, 0.303, 2.105], [-1.557, -1.280, 1.842], [-1.230, -2.444, -0.492], [0.503, -2.201, -0.393], [-0.390, -1.560, -1.782]], "nbo_charge": [-0.72, 0.70, -0.60, -0.68, 0.13, -0.61, -0.62, -0.63, 0.23, 0.24, 0.23, 0.40, 0.21, 0.20, 0.22, 0.23, 0.21, 0.21, 0.21, 0.24, 0.21], "lumo_ev": 0.84, "charge": 0, "gap_ev": 10.331, "homo_energy_ev": -9.49, "e_above_lowest_kcal_mol": 3.6, "total_energy_ha": -366.42818, "smiles": "CC(=O)NC(C)(C)C"}



Entry 4:
{"formula": "C4H30NO11S", "method": "the ωB97M-V functional and the def2-TZVPD basis", "symbols": ["C", "O", "C", "C", "C", "S", "N", "H", "H", "H", "H", "H", "H", "H", "H", "H", "H", "H", "H", "O", "H", "H", "O", "H", "H", "O", "H", "H", "O", "H", "H", "O", "H", "H", "O", "H", "H", "O", "H", "H", "O", "H", "H", "O", "H", "H", "O"], "coordinates": [[-0.455, 3.388, -0.996], [-1.071, 3.683, 0.277], [0.545, 2.230, -1.037], [1.314, 2.156, 0.284], [2.410, 1.121, 0.204], [3.462, 1.310, -1.339], [0.024, 0.881, -1.250], [-1.206, 3.319, -1.784], [0.132, 4.306, -1.062], [1.174, 2.610, -1.851], [1.721, 3.053, 0.757], [0.558, 1.851, 1.012], [2.099, 0.082, 0.093], [3.104, 0.988, 1.033], [4.435, 0.553, -0.789], [-0.740, 0.900, -1.925], [-0.530, 0.631, -0.427], [-1.030, -4.514, -1.249], [0.172, -3.713, -1.771], [-0.633, -4.156, -2.044], [-1.429, 1.463, 2.236], [-1.062, -0.046, 2.353], [-0.744, 0.885, 2.412], [-3.025, -1.399, -1.118], [-2.340, -0.423, -0.194], [-3.114, -0.508, -0.773], [1.729, -1.319, -2.908], [2.353, -2.662, -2.266], [1.748, -2.279, -2.892], [1.671, -2.674, 2.071], [0.838, -1.515, 1.936], [1.616, -1.789, 2.457], [-3.330, 1.382, 1.820], [-3.759, -0.038, 2.186], [-3.827, 0.874, 2.462], [-1.622, -2.168, 1.643], [1.749, 1.991, 3.834], [-1.274, -1.387, 1.209], [1.880, 0.431, 3.448], [-1.835, 3.134, 0.420], [2.150, 1.148, 4.026], [1.112, -2.236, -0.196], [-0.392, -2.140, 0.430], [0.413, -2.803, 0.140], [-0.923, -2.319, -3.827], [-2.324, -2.452, -3.302], [-1.749, -1.827, -3.746]], "nbo_charge": [-0.07, -0.73, -0.08, -0.48, -0.46, -0.13, -0.84, 0.17, 0.17, 0.19, 0.22, 0.27, 0.22, 0.23, 0.12, 0.37, 0.36, 0.47, 0.51, -0.98, 0.44, 0.52, -0.99, 0.47, 0.50, -0.98, 0.50, 0.48, -0.97, 0.48, 0.50, -0.99, 0.45, 0.49, -0.94, 0.44, 0.47, -1.24, 0.50, 0.46, -0.98, 0.45, 0.50, -1.08, 0.48, 0.47, -0.95], "lumo_ev": 2.60, "charge": -1, "gap_ev": 8.943, "homo_energy_ev": -6.34, "e_above_lowest_kcal_mol": 60.9, "total_energy_ha": -1451.01680}



Entry 5:
{"formula": "CAgF3O2S", "method": "the ωB97M-V functional and the def2-TZVPD basis", "symbols": ["O", "Ag", "S", "O", "C", "F", "F", "F"], "coordinates": [[1.369, 0.561, 0.603], [2.110, -1.165, 1.082], [-0.567, -1.272, -0.520], [0.405, -1.945, 0.549], [-0.244, 0.564, -0.187], [-2.216, 0.989, -1.124], [-0.965, 0.986, 0.877], [0.107, 1.281, -1.280]], "lowdin_spin": [0.72, 0.23, 0.54, 0.41, 0.01, 0.08, 0.01, 0.02], "lumo_ev": [-2.17, -3.42], "charge": 0, "gap_ev": [7.188, 5.610], "s2": 2.02, "homo_energy_ev": [-9.36, -9.03], "e_above_lowest_kcal_mol": 58.3, "total_energy_ha": -1033.02050, "spin_multiplicity": 3}



Entry 6:
{"formula": "C3H8N3", "method": "the ωB97M-V functional and the def2-TZVPD basis", "symbols": ["C", "N", "C", "N", "C", "N", "H", "H", "H", "H", "H", "H", "H", "H"], "coordinates": [[-1.128, -0.439, 1.383], [-0.333, 0.693, 0.793], [0.383, 0.161, -0.363], [1.743, -0.154, -0.328], [1.127, 0.475, -1.520], [0.049, -0.539, -1.670], [-1.457, -1.122, 0.630], [-0.459, -1.004, 1.952], [-2.098, -0.124, 1.675], [0.374, 1.035, 1.441], [-1.020, 1.405, 0.623], [1.994, -1.208, -0.276], [1.589, 1.215, -2.094], [-0.763, -0.396, -2.246]], "nbo_charge": [-0.43, -0.49, 0.29, -0.58, 0.11, -0.61, 0.25, 0.25, 0.25, 0.47, 0.45, 0.39, 0.26, 0.40], "lumo_ev": -3.65, "charge": 1, "gap_ev": 9.975, "homo_energy_ev": -13.62, "e_above_lowest_kcal_mol": 135.8, "total_energy_ha": -282.94743, "smiles": "C[NH2+][C@]12N[C@H]1N2"}